(P)
The following is a quantum chemistry calculation of a structure of composition H14NaO7, from OMol25.

frontier orbital gap	11.5	eV
molar mass	149.095	g/mol
E_LUMO	-3.14	eV

```
! RIJCOSX wB97M-V def2-TZVPD def2/J DEFGRID3
* xyz 1 1
Na -24.4710 -17.7389 -8.0442
O -23.3487 -15.4435 -8.4808
H -24.1352 -14.9979 -8.1366
H -22.6723 -14.7576 -8.5358
O -26.1068 -16.6968 -9.4296
H -26.1974 -16.1755 -10.2382
H -26.8209 -16.3815 -8.8575
O -22.0487 -17.7617 -6.7981
H -22.2569 -18.0587 -5.9034
H -21.7428 -16.8504 -6.7222
O -23.9604 -19.9264 -6.8795
H -23.4976 -20.5441 -7.4612
H -24.7439 -20.3751 -6.5363
O -25.3492 -16.5034 -6.2764
H -24.8407 -15.9749 -5.6473
H -26.1736 -16.7040 -5.8119
O -23.4287 -18.9609 -10.0125
H -22.7501 -18.6390 -10.6196
H -24.0433 -19.4544 -10.5702
O -26.6803 -19.2497 -7.9703
H -27.1904 -18.8778 -8.7042
H -26.1881 -19.9726 -8.3813
*
```

(Q)
The following is a quantum chemistry calculation of a structure of composition H14NaO7, from OMol25.

frontier orbital gap	11.5	eV
molar mass	149.095	g/mol
E_LUMO	-3.31	eV

```
! RIJCOSX wB97M-V def2-TZVPD def2/J DEFGRID3
* xyz 1 1
Na 18.7880 -18.8160 -7.2779
O 17.4034 -17.5036 -5.8657
H 17.3184 -17.7543 -4.9458
H 17.2954 -16.5525 -5.8662
O 16.6453 -20.0244 -7.7566
H 15.8863 -19.6375 -7.3201
H 16.8926 -20.7620 -7.1990
O 20.0026 -20.2521 -9.2956
H 20.1788 -19.6839 -10.0455
H 19.4279 -20.9349 -9.6417
O 17.8616 -17.9556 -9.8692
H 16.9057 -17.9074 -9.8858
H 18.1244 -17.8231 -10.7800
O 18.1746 -20.4325 -5.4634
H 17.9176 -19.7505 -4.8429
H 18.1935 -21.2357 -4.9430
O 20.7157 -18.3325 -5.9906
H 20.9583 -18.6529 -5.1219
H 20.9685 -17.4093 -5.9852
O 18.9689 -16.2042 -8.1742
H 18.4245 -15.5201 -7.7847
H 18.3620 -16.7216 -8.7035
*
```

Question: which arrangement is favored energetically? Ranking from most to least stable: (P), (Q).

(P)
The following is a quantum chemistry calculation of a cluster of 2 separate species, C2H8N2O3 in total, from OMol25.

frontier orbital gap	10.3	eV
molar mass	108.097	g/mol
E_LUMO	0.54	eV

```
! RIJCOSX wB97M-V def2-TZVPD def2/J DEFGRID3
* xyz 0 1
C -2.2772 1.0337 -0.1037
N -1.1226 0.3438 0.4420
C -0.7954 -0.8903 0.0014
O -1.5527 -1.5842 -0.5909
N 0.5792 -1.2089 0.1180
O 1.3082 -0.5239 1.1468
H -2.5729 1.7931 0.6639
H -2.0163 1.5481 -1.0204
H -3.1430 0.3913 -0.2333
H -0.4327 0.8367 0.9690
H 0.6665 -2.1994 0.3060
H 1.9135 0.0443 0.6145
O 3.1805 0.5558 -0.5718
H 2.5139 0.1078 -1.1091
H 3.7510 -0.2481 -0.6323
*
```

(Q)
The following is a quantum chemistry calculation of a cluster of 2 separate species, C2H8N2O3 in total, from OMol25.

frontier orbital gap	10.1	eV
molar mass	108.097	g/mol
E_LUMO	0.61	eV

```
! RIJCOSX wB97M-V def2-TZVPD def2/J DEFGRID3
* xyz 0 1
H -1.4639 -2.2689 2.2002
N -1.3795 -2.3729 1.1754
N -0.4132 -1.6940 0.7413
C 0.2959 -0.7834 1.6697
O 0.0816 -1.8698 -0.3629
H -0.4172 -0.5354 2.3884
H 1.2372 -1.2984 2.0982
H 0.5349 0.1858 1.0390
C -0.2981 2.0739 -1.4925
O 0.3587 1.0093 -0.9342
O 1.1334 0.5029 -1.9844
H -0.6449 1.7492 -2.5573
H 0.4814 2.9923 -1.6077
H -1.2311 2.3923 -0.9311
H 1.7248 -0.0830 -1.4422
*
```

(R)
The following is a quantum chemistry calculation of a structure of composition C2H8N2O3, from OMol25.

frontier orbital gap	9.5	eV
molar mass	108.097	g/mol
E_LUMO	0.90	eV

```
! RIJCOSX wB97M-V def2-TZVPD def2/J DEFGRID3
* xyz 0 1
C -2.2262 -0.4937 0.1164
O -0.9990 0.0672 -0.3488
H -0.3514 0.6871 0.4719
H -2.0431 -1.1924 0.9345
H -2.8690 0.3198 0.4553
H -2.7082 -1.0267 -0.7049
C 0.3339 -0.9938 -0.2740
N 1.6472 1.5324 0.4100
N 1.1476 -0.6362 -1.2838
O 0.7340 0.6777 1.1005
O 0.1579 -1.9980 0.3247
H 1.3159 2.4899 0.5326
H 2.5256 1.4618 0.9202
H 1.9427 -1.2522 -1.3805
H 1.3922 0.3572 -1.2740
*
```

Question: which arrangement is favored energetically? Ranking from most to least stable: (P), (R), (Q).

(P)
The following is a quantum chemistry calculation of the molecule H4OSSi, from OMol25.

frontier orbital gap	10.1	eV
molar mass	80.184	g/mol
E_LUMO	0.45	eV

```
! RIJCOSX wB97M-V def2-TZVPD def2/J DEFGRID3
* xyz 0 1
O -1.0618 -0.9584 -0.5308
Si -0.1302 0.2652 -0.1675
S 0.6892 0.4605 1.8547
H -1.8691 -1.1452 -1.0045
H 1.1812 0.0433 -0.7728
H -0.4789 1.5689 -0.6684
H 1.6696 -0.2342 1.2892
*
```

(Q)
The following is a quantum chemistry calculation of the molecule H4OSSi, from OMol25.

frontier orbital gap	10.1	eV
molar mass	80.184	g/mol
E_LUMO	0.63	eV

```
! RIJCOSX wB97M-V def2-TZVPD def2/J DEFGRID3
* xyz 0 1
O 1.2516 0.6227 0.3984
Si 0.3407 -0.6685 0.0564
S -1.5889 0.1176 0.4719
H 1.0008 1.4993 0.1431
H 0.0506 -0.7217 -1.3524
H 0.7731 -1.8225 0.8023
H -1.8280 0.9731 -0.5197
*
```

Question: which arrangement is favored energetically? Ranking from most to least stable: (P), (Q).

(P)
The following is a quantum chemistry calculation of a cluster of 2 separate species, C6H6O3 in total, from OMol25.

frontier orbital gap	8.0	eV
molar mass	126.111	g/mol
E_LUMO	0.53	eV

```
! RIJCOSX wB97M-V def2-TZVPD def2/J DEFGRID3
* xyz 0 1
C 2.1983 0.4504 -0.6200
C 1.1426 -0.4842 -0.6232
C 1.9258 1.3228 0.3899
C 0.2988 -0.1149 0.4069
C -2.4965 0.4875 -0.2688
C -0.9458 -0.6653 0.8496
O 0.7852 0.9897 1.0159
O -2.9556 1.5646 -0.5669
O -1.3494 -1.8886 0.4280
H 3.0392 0.4674 -1.2829
H 1.0365 -1.3176 -1.2876
H 2.4492 2.1862 0.7486
H -2.9438 -0.4550 -0.6442
H -1.2997 -0.4193 1.8390
H -0.8846 -2.1238 -0.3843
*
```

(Q)
The following is a quantum chemistry calculation of a structure of composition C6H6O3, from OMol25.

frontier orbital gap	9.3	eV
molar mass	126.111	g/mol
E_LUMO	0.39	eV

```
! RIJCOSX wB97M-V def2-TZVPD def2/J DEFGRID3
* xyz 0 1
C 0.6283 0.7155 -1.1714
C -0.1837 0.3672 -0.0138
C -0.4211 0.7730 1.3682
C -0.6582 -0.3507 2.1317
C 0.2912 -1.0522 0.2328
C 0.4281 -0.9309 -1.3333
H -0.6429 1.1330 -2.5605
H 1.7452 0.9746 -0.8193
H -1.2138 -0.3278 -0.5480
H -0.5666 1.7562 1.8311
H -0.6445 -0.3785 3.1750
H 1.2440 -1.0780 0.6309
O 0.2773 1.5670 -2.0828
O -0.6029 -1.4435 1.4119
O 0.3196 -1.7250 -2.2525
*
```

Question: which arrangement is favored energetically? Ranking from most to least stable: (P), (Q).

(P)
The following is a quantum chemistry calculation of a cluster of 2 separate species, C5H11NO6 in total, from OMol25.

frontier orbital gap (alpha / beta)	6.3 / 9.5	eV
molar mass	181.144	g/mol
E_LUMO (alpha / beta)	-4.29 / -0.67	eV

```
! RIJCOSX wB97M-V def2-TZVPD def2/J DEFGRID3
* xyz 0 1
N 3.6875 1.4941 5.0639
O 4.5955 2.3430 4.8617
O 3.4256 0.6375 4.1618
O 3.0408 1.4879 6.1441
C -2.1312 -0.5570 -3.5393
C -0.8719 -0.2804 -2.7274
C -1.1358 -0.3672 -1.2195
C 0.0648 0.0099 -0.3475
C -0.1718 0.0307 1.1594
O 1.1107 0.4359 1.6971
O 1.0270 0.3743 3.0022
O -1.6864 -1.6501 -0.8630
H -1.9216 -0.5000 -4.6098
H -2.5107 -1.5583 -3.3128
H -2.9083 0.1833 -3.3023
H -0.0738 -0.9946 -2.9944
H -0.4957 0.7261 -2.9540
H -1.9275 0.3615 -0.9874
H 0.8827 -0.6946 -0.5606
H 0.3965 1.0136 -0.6483
H -0.9487 0.7592 1.4367
H -0.4688 -0.9520 1.5416
H -0.9787 -2.3026 -1.0020
*
```

(Q)
The following is a quantum chemistry calculation of a cluster of 2 separate species, C5H11NO6 in total, from OMol25.

frontier orbital gap (alpha / beta)	6.1 / 9.5	eV
molar mass	181.144	g/mol
E_LUMO (alpha / beta)	-4.30 / -0.80	eV

```
! RIJCOSX wB97M-V def2-TZVPD def2/J DEFGRID3
* xyz 0 1
N 0.6631 0.1553 1.7600
O 0.2774 -1.0185 1.7629
O -0.1299 1.0719 2.0112
O 1.8461 0.4147 1.5145
C -2.7929 1.4703 -3.6012
C -3.5766 1.6178 -2.3158
C -4.3620 2.9574 -2.2329
C -5.5218 2.9799 -3.2374
C -4.8628 3.1180 -0.7986
O -3.4588 4.0295 -2.5448
O -2.7106 1.4984 -1.1852
O -3.3843 1.0042 -0.1207
H -3.4399 1.4242 -4.4764
H -2.1275 2.3257 -3.7181
H -2.1852 0.5655 -3.5711
H -4.2851 0.7849 -2.1967
H -6.2091 2.1489 -3.0836
H -6.0806 3.9095 -3.1509
H -5.1433 2.9301 -4.2565
H -5.5405 2.3079 -0.5317
H -4.0093 3.0691 -0.1227
H -5.3664 4.0707 -0.6540
H -3.9032 4.8960 -2.4184
*
```

Question: which arrangement is favored energetically? Ranking from most to least stable: (Q), (P).